No. 1
Entry from the OMol25 dataset: a 9-piece molecular cluster, C54H54O12 overall (ωB97M-V/def2-TZVPD).

Calculated values
Gap between HOMO and LUMO, eV: 7.699
Structure (SMILES): Oc1ccc(O)cc1.Oc1ccc(O)cc1.Oc1ccc(O)cc1.Oc1ccc(O)cc1.Oc1ccc(O)cc1.Oc1ccc(O)cc1.c1ccccc1.c1ccccc1.c1ccccc1
HOMO, eV: -7.570

Last column: Löwdin charge in e.
CARTESIAN COORDINATES (ANGSTROEM)
O (-2.041, 4.690, -4.263)  0.017
C (-1.370, 5.396, -3.250)  -0.296
C (-2.021, 5.469, -2.033)  -0.039
C (-1.412, 6.151, -0.986)  -0.015
C (-0.121, 6.670, -1.180)  -0.283
O (0.549, 7.417, -0.215)  0.020
C (0.527, 6.538, -2.397)  -0.006
C (-0.130, 5.988, -3.449)  -0.002
H (-2.941, 4.580, -4.042)  0.083
H (-2.930, 4.873, -1.868)  0.128
H (-1.893, 6.266, -0.028)  0.106
H (-0.015, 7.511, 0.559)  0.109
H (1.505, 6.964, -2.475)  0.125
H (0.315, 5.823, -4.442)  0.139
O (-0.196, -2.442, -4.527)  0.031
C (-0.285, -1.110, -4.759)  -0.342
C (0.826, -0.494, -5.416)  0.000
C (0.824, 0.840, -5.693)  -0.027
C (-0.259, 1.585, -5.302)  -0.363
O (-0.311, 2.925, -5.605)  0.018
C (-1.357, 0.993, -4.788)  -0.044
C (-1.372, -0.353, -4.498)  -0.040
H (-0.595, -2.658, -3.655)  0.074
H (1.624, -1.180, -5.732)  0.124
H (1.551, 1.375, -6.301)  0.127
H (-1.030, 3.382, -5.108)  0.059
H (-2.260, 1.549, -4.651)  0.115
H (-2.266, -0.861, -4.182)  0.120
O (3.300, 6.651, -0.099)  0.038
C (3.586, 5.309, -0.147)  -0.334
C (4.725, 4.939, -0.830)  -0.014
C (5.090, 3.599, -1.014)  -0.017
C (4.213, 2.623, -0.660)  -0.352
O (4.355, 1.277, -0.844)  0.048
C (3.043, 2.986, -0.034)  -0.012
C (2.717, 4.313, 0.302)  0.006
H (2.407, 6.653, 0.239)  0.048
H (5.401, 5.718, -1.077)  0.108
H (5.992, 3.352, -1.559)  0.115
H (5.171, 1.094, -1.306)  0.097
H (2.366, 2.171, 0.251)  0.099
H (1.823, 4.658, 0.840)  0.118
O (5.420, -7.723, 0.547)  0.039
C (4.235, -7.049, 0.562)  -0.304
C (3.273, -7.480, -0.381)  -0.021
C (2.131, -6.770, -0.602)  -0.002
C (1.863, -5.650, 0.231)  -0.303
O (0.716, -4.922, 0.043)  0.009
C (2.697, -5.418, 1.309)  -0.040
C (3.894, -6.025, 1.453)  -0.030
H (6.117, -7.360, 1.126)  0.118
H (3.542, -8.362, -0.899)  0.107
H (1.424, -6.978, -1.446)  0.136
H (0.329, -4.721, 0.918)  0.096
H (2.272, -4.801, 2.128)  0.110
H (4.615, -5.777, 2.179)  0.093
O (-3.129, 4.596, 2.055)  0.028
C (-4.088, 3.636, 1.881)  -0.331
C (-3.994, 2.405, 2.441)  -0.029
C (-4.919, 1.424, 2.087)  -0.002
C (-5.999, 1.730, 1.296)  -0.343
O (-6.837, 0.730, 0.943)  0.044
C (-6.193, 3.031, 0.859)  -0.025
C (-5.219, 3.963, 1.101)  -0.005
H (-2.435, 4.286, 2.661)  0.109
H (-3.136, 2.246, 3.070)  0.113
H (-4.807, 0.430, 2.473)  0.121
H (-7.574, 0.981, 0.387)  0.116
H (-7.025, 3.243, 0.183)  0.124
H (-5.507, 4.914, 0.695)  0.114
O (-0.758, -2.989, -1.812)  -0.001
C (-1.986, -2.752, -1.145)  -0.308
C (-2.629, -3.774, -0.556)  -0.015
C (-3.873, -3.528, 0.095)  -0.005
C (-4.389, -2.261, 0.163)  -0.325
O (-5.509, -1.966, 0.878)  0.043
C (-3.661, -1.190, -0.420)  0.015
C (-2.469, -1.467, -1.112)  -0.008
H (-0.291, -3.707, -1.382)  0.067
H (-2.205, -4.741, -0.650)  0.113
H (-4.345, -4.376, 0.533)  0.106
H (-5.762, -1.054, 0.704)  0.052
H (-4.169, -0.224, -0.445)  0.113
H (-1.894, -0.600, -1.557)  0.122
C (-1.471, -5.743, 3.895)  -0.107
C (-1.543, -4.483, 3.251)  -0.078
C (-0.454, -3.602, 3.305)  -0.084
C (0.650, -4.014, 4.079)  -0.117
C (0.680, -5.203, 4.767)  -0.076
C (-0.464, -6.041, 4.727)  -0.095
H (-2.318, -6.399, 3.742)  0.104
H (-2.460, -4.281, 2.733)  0.084
H (-0.481, -2.664, 2.694)  0.113
H (1.530, -3.334, 4.168)  0.096
H (1.486, -5.459, 5.406)  0.092
H (-0.491, -6.943, 5.324)  0.105
C (3.918, -2.138, 4.535)  -0.133
C (3.310, -0.932, 4.837)  -0.117
C (2.988, -0.077, 3.843)  -0.106
C (3.203, -0.423, 2.515)  -0.079
C (3.764, -1.663, 2.198)  -0.074
C (4.185, -2.480, 3.246)  -0.124
H (4.191, -2.753, 5.418)  0.118
H (3.297, -0.679, 5.884)  0.104
H (2.609, 0.921, 4.044)  0.107
H (2.871, 0.298, 1.745)  0.093
H (3.938, -1.924, 1.134)  0.117
H (4.828, -3.349, 3.032)  0.103
C (0.436, 0.100, -0.733)  -0.081
C (0.376, 1.031, -1.804)  -0.077
C (-0.267, 2.228, -1.661)  -0.068
C (-0.825, 2.532, -0.410)  -0.098
C (-0.781, 1.657, 0.643)  -0.100
C (-0.037, 0.481, 0.507)  -0.117
H (0.879, -0.870, -0.864)  0.103
H (0.784, 0.858, -2.773)  0.089
H (-0.296, 2.986, -2.490)  0.117
H (-1.402, 3.458, -0.278)  0.082
H (-1.305, 1.922, 1.633)  0.110
H (-0.158, -0.194, 1.339)  0.092

---

No. 2
Entry from the OMol25 dataset: C54H55CsGeN8O3S2 as an isolated structure (ωB97M-V/def2-TZVPD).

Calculated values
Gap between HOMO and LUMO (spin up / spin down), eV: 5.559 / 4.425
HOMO (spin up / spin down), eV: -1.961 / -0.823
Net charge: -2

Last column: Löwdin charge in e.
CARTESIAN COORDINATES (ANGSTROEM)
Cs (-0.973, -0.980, 1.780)  0.722
C (-0.269, -6.339, 5.795)  -0.104
C (-0.768, -5.949, 4.406)  -0.282
N (-1.605, -4.772, 4.407)  -0.069
C (-1.100, -3.483, 4.403)  -0.935
S (-2.252, -2.241, 4.706)  0.378
N (0.207, -3.423, 4.249)  -0.046
N (0.737, -2.222, 3.878)  -0.062
C (1.955, -2.006, 4.217)  -0.292
C (2.732, -2.886, 5.157)  -0.049
C (2.638, -0.829, 3.617)  -0.221
C (3.984, -0.575, 3.894)  -0.035
C (4.624, 0.475, 3.253)  -0.081
C (3.915, 1.239, 2.346)  -0.069
C (2.575, 0.927, 2.140)  -0.168
N (1.948, -0.059, 2.764)  0.091
H (0.345, -7.244, 5.755)  0.059
H (-1.105, -6.525, 6.474)  0.062
H (0.330, -5.528, 6.209)  0.056
H (-1.329, -6.773, 3.954)  0.101
H (0.083, -5.737, 3.763)  0.099
H (-2.512, -4.829, 4.838)  0.079
H (2.083, -3.676, 5.522)  0.047
H (3.104, -2.305, 6.006)  0.075
H (3.597, -3.340, 4.665)  0.077
H (4.526, -1.198, 4.591)  0.089
H (5.671, 0.676, 3.451)  0.096
H (4.374, 2.048, 1.792)  0.093
H (1.985, 1.469, 1.411)  0.066
O (0.747, -6.188, -5.068)  0.072
C (1.260, -5.401, -4.069)  -0.495
O (2.456, -5.395, -3.920)  0.077
C (0.297, -4.623, -3.272)  -0.166
C (0.793, -3.701, -2.335)  -0.015
C (-0.050, -2.925, -1.580)  -0.024
C (-1.458, -3.025, -1.698)  -0.302
C (-1.951, -3.956, -2.647)  -0.032
C (-1.092, -4.720, -3.405)  -0.053
N (-2.217, -2.194, -0.923)  0.007
C (-3.535, -2.338, -0.895)  -0.164
C (-4.414, -1.510, -0.146)  -0.288
C (-5.799, -1.840, -0.108)  -0.060
C (-6.666, -1.108, 0.654)  -0.115
C (-6.173, -0.024, 1.399)  -0.103
C (-4.821, 0.249, 1.294)  -0.187
N (-3.952, -0.431, 0.550)  0.027
H (-0.204, -6.043, -5.113)  0.065
H (1.865, -3.600, -2.227)  0.112
H (0.362, -2.173, -0.911)  0.048
H (-3.014, -4.057, -2.816)  0.087
H (-1.552, -5.410, -4.109)  0.098
H (-4.035, -3.162, -1.406)  0.089
H (-6.145, -2.693, -0.680)  0.096
H (-7.717, -1.370, 0.688)  0.090
H (-6.808, 0.579, 2.033)  0.081
H (-4.404, 1.093, 1.841)  0.094
C (3.556, 5.046, 2.627)  -0.052
C (2.344, 4.272, 3.068)  -0.288
C (1.277, 4.060, 2.203)  -0.044
C (0.185, 3.290, 2.580)  -0.067
C (0.147, 2.751, 3.857)  -0.377
C (1.194, 2.955, 4.741)  -0.065
C (2.285, 3.711, 4.341)  -0.047
S (-1.185, 1.665, 4.388)  0.832
C (-2.540, 2.796, 4.044)  -0.239
O (-1.064, 1.574, 5.867)  -0.529
H (3.369, 5.575, 1.692)  0.071
H (4.403, 4.375, 2.464)  0.067
H (3.860, 5.777, 3.379)  0.073
H (1.301, 4.480, 1.204)  0.090
H (-0.624, 3.128, 1.878)  0.087
H (1.137, 2.508, 5.726)  0.105
H (3.114, 3.856, 5.027)  0.112
H (-2.365, 3.734, 4.572)  0.061
H (-3.437, 2.305, 4.421)  0.051
H (-2.616, 2.962, 2.966)  0.012
C (1.476, -0.001, -0.752)  -0.266
Ge (1.437, 0.631, -2.545)  0.815
C (3.036, 0.451, -3.718)  -0.269
C (3.556, -0.825, -3.951)  -0.116
C (4.682, -1.019, -4.738)  -0.102
C (5.329, 0.072, -5.307)  -0.125
C (4.834, 1.350, -5.084)  -0.117
C (3.698, 1.531, -4.302)  -0.112
C (1.025, 2.574, -2.668)  -0.269
C (1.339, 3.446, -1.625)  -0.101
C (1.166, 4.819, -1.754)  -0.109
C (0.664, 5.352, -2.933)  -0.126
C (0.323, 4.501, -3.976)  -0.113
C (0.503, 3.129, -3.838)  -0.132
C (-0.017, -0.138, -3.650)  -0.266
C (-1.289, -0.227, -3.089)  -0.143
C (-2.365, -0.730, -3.806)  -0.111
C (-2.184, -1.167, -5.111)  -0.107
C (-0.920, -1.103, -5.685)  -0.105
C (0.151, -0.593, -4.958)  -0.106
H (2.368, -0.640, -0.622)  -0.109
H (3.066, -1.690, -3.513)  0.095
H (5.054, -2.023, -4.907)  0.096
H (6.211, -0.073, -5.920)  0.086
H (5.333, 2.208, -5.521)  0.087
H (3.322, 2.537, -4.145)  0.086
H (1.728, 3.030, -0.699)  0.080
H (1.421, 5.483, -0.934)  0.084
H (0.529, 6.423, -3.033)  0.089
H (-0.076, 4.906, -4.900)  0.091
H (0.246, 2.473, -4.666)  0.099
H (-1.435, 0.049, -2.049)  0.096
H (-3.335, -0.815, -3.326)  0.097
H (-3.018, -1.578, -5.669)  0.089
H (-0.762, -1.464, -6.696)  0.088
H (1.132, -0.554, -5.422)  0.090
C (-3.049, 2.602, -2.797)  -0.008
N (-2.888, 3.237, -1.505)  -0.111
C (-2.625, 4.564, -1.277)  -0.091
C (-2.496, 4.689, 0.074)  -0.162
N (-2.675, 3.470, 0.680)  0.042
C (-2.898, 2.621, -0.300)  -0.146
H (-3.626, 3.256, -3.451)  0.090
H (-3.589, 1.667, -2.663)  0.086
H (-2.086, 2.387, -3.252)  0.069
H (-2.522, 5.267, -2.084)  0.107
H (-2.279, 5.581, 0.641)  0.090
H (-3.109, 1.563, -0.170)  0.100